[1]
This record from OMol25 describes a single C6H9NS molecule in a non-equilibrium geometry. The level of theory is ωB97M-V/def2-TZVPD.

Positions of all 17 atoms, in Å:
C 2.485 -0.395 -0.217
C 1.151 -0.812 0.100
C -0.036 0.088 0.119
C 0.396 1.474 0.019
N -0.230 2.606 -0.200
C -1.475 -0.462 -0.142
C -1.690 -1.940 -0.159
S -2.724 0.647 -0.064
H 3.452 -1.007 -0.024
H 2.702 0.428 -0.869
H 0.847 -1.406 0.886
H 1.487 1.514 0.155
H -1.209 2.643 0.152
H 0.184 3.508 0.425
H -0.737 -2.453 -0.631
H -1.924 -2.263 1.100
H -2.681 -2.170 -0.650

Output
Highest occupied orbital energy = -7.83 eV
Relative energy (zero: lowest compared OMol25 entry of this formula, charge and spin) = 4.3715 eV
Energy = -686.8022 hartree



[2]
This record from OMol25 describes a 2-piece molecular cluster, C6H9O2 overall in a non-equilibrium geometry. The level of theory is ωB97M-V/def2-TZVPD.

Positions of all 17 atoms, in Å:
O 0.255 1.293 2.082
C 0.390 1.631 0.892
O 0.060 2.710 0.371
C 1.801 1.005 0.192
C 0.618 0.377 -0.261
C 0.533 -1.167 -0.043
C -1.498 -1.270 -1.445
C -0.482 -1.977 -0.897
H 2.374 1.620 -0.502
H 2.446 0.574 0.942
H -2.590 -0.097 1.014
H 0.062 0.684 -1.132
H 0.422 -1.216 1.052
H 1.455 -1.704 -0.294
H -1.573 -0.229 -1.125
H -2.240 -1.698 -2.108
H -2.033 -0.535 1.262

Output
Highest occupied orbital energy = -2.68 eV
Relative energy (zero: lowest compared OMol25 entry of this formula, charge and spin) = 6.8849 eV
Total charge = -1
Energy = -384.2925 hartree



[3]
This record from OMol25 describes a 2-piece molecular cluster, C6H9O2 overall in a non-equilibrium geometry. The level of theory is ωB97M-V/def2-TZVPD.

Positions of all 17 atoms, in Å:
O 1.425 0.691 -1.003
C 1.980 0.150 0.006
O 3.152 0.374 0.441
C 1.135 -0.650 1.012
C -0.467 -0.332 0.925
C -1.240 -0.482 -0.401
C -3.375 0.386 -0.956
C -2.679 -0.453 -0.196
H 1.555 -0.497 2.101
H 1.488 -1.688 0.757
H -0.576 0.809 1.168
H -1.147 -0.656 1.718
H -1.102 0.197 -1.226
H -0.956 -1.494 -0.886
H -4.499 0.331 -0.909
H -2.918 1.070 -1.683
H -0.583 1.697 1.112

Output
Highest occupied orbital energy = -2.73 eV
Relative energy (zero: lowest compared OMol25 entry of this formula, charge and spin) = 8.2951 eV
Total charge = -1
Energy = -384.2407 hartree



[4]
This record from OMol25 describes a 2-piece molecular cluster, C6H9O2 overall. The level of theory is ωB97M-V/def2-TZVPD.

Positions of all 17 atoms, in Å:
C -1.578 -1.320 1.627
C -1.525 -1.874 0.421
C -0.754 -1.296 -0.692
C -0.663 -1.943 -1.846
H -1.104 -0.354 1.771
H -2.084 -1.809 2.452
H -1.910 -2.880 0.245
H -0.240 -0.357 -0.478
H -0.093 -1.554 -2.682
H -1.223 -2.854 -2.046
O 0.563 1.037 0.947
C 1.057 1.658 -0.031
O 0.864 1.422 -1.244
C 1.985 2.830 0.322
H 2.984 2.426 0.515
H 2.082 3.535 -0.504
H 1.639 3.334 1.224

Output
Highest occupied orbital energy = -4.28 eV
Relative energy (zero: lowest compared OMol25 entry of this formula, charge and spin) = 0.6752 eV
Total charge = -1
Energy = -384.5207 hartree



[5]
This record from OMol25 describes C6H9P as an isolated structure in a non-equilibrium geometry. The level of theory is ωB97M-V/def2-TZVPD.

Positions of all 16 atoms, in Å:
C 1.523 -1.209 -0.310
C 0.771 -1.395 0.755
C -2.790 0.692 -0.242
C 1.469 0.177 -0.920
C 0.541 0.839 0.093
C -0.137 -0.264 0.843
P -2.048 -0.753 -0.500
H 2.313 -1.948 -0.487
H 0.557 -2.129 1.488
H -3.886 0.813 -0.293
H -2.104 1.331 0.303
H 2.388 0.609 -1.040
H 0.981 0.286 -1.912
H 1.119 1.531 0.805
H -0.239 1.336 -0.406
H -0.457 0.083 1.822

Output
Highest occupied orbital energy = -7.84 eV
Relative energy (zero: lowest compared OMol25 entry of this formula, charge and spin) = 2.8883 eV
Energy = -575.2319 hartree



[6]
This record from OMol25 describes C6HCrO6 as an isolated structure in a non-equilibrium geometry. The level of theory is ωB97M-V/def2-TZVPD.

Positions of all 14 atoms, in Å:
O -1.697 -2.604 0.093
C -1.018 -1.667 0.152
Cr 0.099 -0.078 0.126
O 2.144 -1.491 1.949
C 1.383 -0.978 1.243
C 1.205 1.480 0.097
O 1.859 2.431 -0.002
C -1.121 0.906 -1.125
O -1.050 1.976 -1.673
C 0.906 -0.676 -1.490
O 1.357 -1.002 -2.508
H -2.013 0.178 -1.200
O -1.243 0.928 2.681
C -0.810 0.597 1.656

Output
Highest occupied orbital energy (spin up / spin down) = -20.68 / -19.74 eV
Relative energy (zero: lowest compared OMol25 entry of this formula, charge and spin) = 0.0000 eV
2S+1 = 4
Total charge = +2
Energy = -1724.3391 hartree



[7]
This record from OMol25 describes C6HO6Sc as an isolated structure in a non-equilibrium geometry. The level of theory is ωB97M-V/def2-TZVPD.

Positions of all 14 atoms, in Å:
O -0.684 0.761 -4.912
C -0.093 0.429 -3.882
Sc -0.158 -1.494 0.736
O -0.149 1.726 1.300
C 0.138 0.713 0.863
C 1.763 0.989 -4.180
O 2.228 0.476 -3.185
C 1.762 -0.589 1.456
O 2.558 -0.116 2.148
C -2.450 -0.819 1.438
O -3.350 -0.054 1.352
H -0.960 -0.591 -0.424
O -0.303 -0.539 4.214
C -0.301 -0.892 3.074

Output
Highest occupied orbital energy = -16.60 eV
Relative energy (zero: lowest compared OMol25 entry of this formula, charge and spin) = 4.9093 eV
Total charge = +2
Energy = -1440.5011 hartree



[8]
This record from OMol25 describes a 9-piece molecular cluster, C70H121N7O18 overall in a non-equilibrium geometry. The level of theory is ωB97M-V/def2-TZVPD.

Positions of all 216 atoms, in Å:
O 1.714 8.333 0.712
C 1.295 7.776 -0.294
C -0.095 7.223 -0.355
C -1.044 7.745 0.553
C -2.383 7.238 0.532
C -2.737 6.264 -0.394
C -1.835 5.864 -1.371
C -0.548 6.334 -1.348
C 0.307 6.161 -2.529
O -0.090 5.467 -3.415
C 1.647 6.868 -2.623
C 2.452 6.691 -3.669
C 3.741 7.329 -3.657
C 4.105 8.206 -2.714
C 3.282 8.314 -1.611
C 2.077 7.638 -1.532
H -0.802 8.503 1.277
H -3.153 7.669 1.162
H -3.707 5.796 -0.417
H -2.181 5.199 -2.131
H 2.231 6.044 -4.489
H 4.372 7.049 -4.486
H 4.989 8.795 -2.764
H 3.598 8.987 -0.855
O 4.396 1.298 1.215
C 5.373 1.878 0.665
C 6.620 1.252 0.284
C 6.586 -0.172 0.282
C 7.602 -0.860 -0.354
C 8.703 -0.158 -0.875
C 8.834 1.182 -0.695
C 7.744 1.946 -0.187
C 7.760 3.458 -0.325
O 8.596 4.161 -0.861
C 6.507 4.141 0.156
C 6.436 5.534 0.207
C 5.322 6.170 0.638
C 4.216 5.422 1.146
C 4.286 4.061 1.047
C 5.396 3.398 0.538
H 5.702 -0.670 0.680
H 7.610 -1.951 -0.466
H 9.543 -0.745 -1.313
H 9.765 1.657 -0.999
H 7.275 6.077 -0.116
H 5.294 7.277 0.662
H 3.324 5.864 1.635
H 3.559 3.458 1.531
C -2.013 -4.834 -0.907
O -1.311 -3.615 -0.680
C -0.043 -3.870 0.036
C 0.742 -2.628 0.135
N 1.229 -1.963 -1.090
C 1.871 -0.716 -0.918
C 1.207 0.448 -0.229
O 0.078 1.054 -0.888
C 0.031 2.486 -0.896
H -2.935 -4.496 -1.424
H -2.136 -5.373 0.011
H -1.476 -5.439 -1.617
H 0.518 -4.623 -0.483
H -0.309 -4.227 1.005
H 1.567 -2.883 0.694
H 0.148 -1.926 0.770
H 0.478 -1.791 -1.785
H 2.211 -0.471 -1.951
H 2.844 -0.786 -0.384
H 1.986 1.230 -0.083
H 0.982 0.087 0.775
H 0.421 2.911 -1.818
H 0.598 2.904 -0.116
H -1.073 2.804 -0.848
C -3.420 2.578 2.120
O -2.700 1.494 2.760
C -2.223 0.336 2.040
C -1.641 -0.554 3.114
N -0.486 0.088 3.594
C -0.117 -0.444 4.905
C 0.997 0.410 5.486
O 0.757 1.773 5.711
C -0.059 2.012 6.873
H -3.525 3.338 2.883
H -4.367 2.214 1.682
H -2.762 2.877 1.226
H -1.428 0.657 1.381
H -2.979 -0.015 1.354
H -1.392 -1.488 2.569
H -2.329 -0.718 3.938
H -0.587 1.097 3.706
H 0.229 -1.485 4.853
H -1.019 -0.532 5.535
H 1.839 0.385 4.738
H 1.293 0.005 6.473
H -1.147 1.704 6.699
H 0.005 3.092 7.076
H 0.319 1.400 7.675
C -5.475 -5.906 1.562
O -6.849 -6.222 1.509
C -7.619 -5.830 2.599
C -8.825 -4.949 2.164
N -9.692 -5.767 1.335
C -10.773 -5.029 0.742
C -10.392 -4.101 -0.377
O -10.056 -4.712 -1.606
C -10.924 -5.573 -2.280
H -4.961 -6.465 2.367
H -5.354 -4.772 1.778
H -4.926 -6.127 0.681
H -7.059 -5.405 3.394
H -8.034 -6.764 3.010
H -8.452 -4.089 1.601
H -9.338 -4.583 3.021
H -9.113 -6.183 0.575
H -11.227 -4.415 1.575
H -11.607 -5.600 0.297
H -9.556 -3.467 -0.129
H -11.254 -3.411 -0.468
H -10.327 -6.299 -2.768
H -11.620 -4.940 -2.818
H -11.541 -6.155 -1.562
C -4.022 -9.280 0.237
O -3.728 -8.135 -0.604
C -4.402 -8.323 -1.785
C -5.812 -7.739 -1.775
N -6.641 -8.344 -0.709
C -7.515 -9.439 -1.107
C -8.281 -9.838 0.124
O -9.155 -8.821 0.465
C -9.975 -9.085 1.567
H -4.904 -9.219 0.838
H -3.200 -9.241 0.923
H -4.135 -10.227 -0.311
H -4.378 -9.393 -2.250
H -3.912 -7.603 -2.470
H -6.243 -7.806 -2.795
H -5.869 -6.711 -1.410
H -7.119 -7.622 -0.111
H -6.826 -10.262 -1.327
H -8.123 -9.141 -1.964
H -7.524 -9.929 0.932
H -8.794 -10.787 -0.026
H -10.390 -8.132 2.079
H -9.547 -9.683 2.345
H -10.899 -9.671 1.168
C -1.969 7.218 4.237
O -0.833 6.460 3.839
C -0.994 5.045 4.082
C 0.092 4.476 3.159
N 1.343 5.144 3.366
C 2.003 4.807 4.618
C 2.812 5.995 5.111
O 1.902 6.962 5.718
C 2.345 7.513 6.888
H -1.688 8.240 4.349
H -2.230 6.853 5.230
H -2.841 7.206 3.491
H -1.988 4.577 3.899
H -0.871 4.888 5.178
H -0.217 4.807 2.150
H 0.190 3.341 3.268
H 1.247 6.111 3.238
H 2.546 3.897 4.576
H 1.308 4.731 5.489
H 3.331 6.532 4.304
H 3.582 5.719 5.809
H 1.487 7.747 7.538
H 2.976 8.386 6.786
H 2.958 6.765 7.330
C 7.147 6.486 -7.810
O 6.136 6.562 -6.841
C 5.956 5.425 -6.060
C 5.212 4.304 -6.848
N 4.974 3.069 -6.124
C 4.204 3.056 -4.873
C 5.076 3.334 -3.645
O 4.248 3.316 -2.517
C 3.588 2.071 -2.131
H 6.817 6.372 -8.874
H 7.866 5.705 -7.560
H 7.572 7.449 -7.724
H 5.382 5.748 -5.131
H 6.919 5.032 -5.587
H 5.717 4.099 -7.814
H 4.212 4.705 -7.133
H 5.876 2.612 -5.992
H 3.740 2.106 -4.762
H 3.353 3.765 -5.011
H 5.675 4.287 -3.647
H 5.834 2.593 -3.568
H 2.886 1.605 -2.834
H 3.051 2.505 -1.281
H 4.350 1.232 -1.850
C 2.416 -8.224 0.641
O 2.220 -7.436 -0.490
C 3.101 -6.322 -0.449
C 3.391 -5.971 -1.933
N 4.525 -5.042 -2.009
C 4.142 -3.595 -1.881
C 4.239 -2.828 -3.230
O 3.347 -3.458 -4.146
C 2.952 -2.655 -5.226
H 2.089 -7.655 1.513
H 3.498 -8.478 0.685
H 1.815 -9.115 0.457
H 4.049 -6.561 0.022
H 2.693 -5.415 0.054
H 2.472 -5.628 -2.434
H 3.762 -6.916 -2.523
H 4.939 -5.182 -2.894
H 4.775 -3.148 -1.098
H 3.086 -3.512 -1.576
H 5.265 -2.864 -3.557
H 4.078 -1.786 -3.153
H 2.599 -3.381 -5.930
H 3.845 -2.328 -5.813
H 2.233 -1.842 -5.078

Output
Highest occupied orbital energy = -8.10 eV
Energy = -4476.9480 hartree